# 1
ORCA calculation (wB97M-V/def2-TZVPD) on the molecule C13H17N at a distorted geometry.

Output
- structure (SMILES) = c1ccc2c(c1)CCC[C@]21CCNC1
- highest occupied orbital energy (eV) = -8.62
- relative energy (zero: lowest compared OMol25 entry of this formula, charge and spin) (kcal/mol) = 112.0
- energy (hartree) = -560.1464

Geometry as ORCA input:
```
! RIJCOSX wB97M-V def2-TZVPD def2/J DEFGRID3
* xyz 0 1
C 2.83 -1.77 -0.20
C 2.83 -0.67 0.69
C 1.67 0.19 0.77
C 0.65 0.02 -0.07
C 0.72 -1.04 -1.00
C 1.77 -2.00 -1.14
C -0.57 -1.43 -1.67
C -1.28 -0.26 -2.25
C -1.22 0.96 -1.27
C -0.61 0.69 -0.02
C -0.56 2.07 0.75
C -1.37 1.90 2.13
N -2.40 0.91 1.76
C -1.37 -0.18 1.10
H 3.72 -2.52 -0.03
H 3.65 -0.46 1.28
H 1.81 0.75 1.73
H 1.86 -2.52 -2.05
H -1.28 -1.76 -0.84
H -0.32 -2.14 -2.51
H -0.60 0.32 -3.05
H -2.28 -0.50 -2.76
H -0.63 1.89 -1.76
H -2.22 1.50 -1.13
H -0.75 3.13 0.26
H 0.45 2.07 1.23
H -0.64 1.45 2.87
H -1.86 2.84 2.34
H -2.54 0.26 2.56
H -1.93 -1.15 0.58
H -0.53 -0.54 1.96
*
```



# 2
ORCA calculation (wB97M-V/def2-TZVPD) on the ion C13H17N2O with charge +1.

Output
- structure (SMILES) = c1ccc(C2CC2)c(OCC2=NCC[NH2+]2)c1
- highest occupied orbital energy (eV) = -12.17
- relative energy (zero: lowest compared OMol25 entry of this formula, charge and spin) (kcal/mol) = 16.9
- energy (hartree) = -690.0321

Geometry as ORCA input:
```
! RIJCOSX wB97M-V def2-TZVPD def2/J DEFGRID3
* xyz 1 1
C -2.53 1.31 1.30
C -2.04 0.51 2.32
C -0.70 0.19 2.36
C 0.18 0.64 1.38
C 1.64 0.33 1.41
C 2.12 -1.06 1.75
C 2.35 0.07 2.70
C -0.34 1.43 0.34
O 0.55 1.84 -0.66
C 0.11 1.70 -1.98
C -0.22 0.27 -2.28
N -1.02 -0.22 -3.07
C -1.06 -1.64 -3.02
C -0.11 -2.06 -1.86
N 0.50 -0.78 -1.43
C -1.69 1.76 0.31
H -3.58 1.58 1.28
H -2.70 0.15 3.10
H -0.32 -0.42 3.17
H 2.20 0.88 0.67
H 1.38 -1.80 2.02
H 2.97 -1.46 1.21
H 1.79 0.10 3.62
H 3.35 0.46 2.80
H 0.95 2.03 -2.61
H -0.75 2.32 -2.23
H -0.75 -2.03 -4.00
H -2.09 -1.96 -2.86
H -0.66 -2.51 -1.04
H 0.66 -2.76 -2.20
H 0.36 -0.56 -0.42
H 1.51 -0.73 -1.60
H -2.08 2.39 -0.48
*
```



# 3
ORCA calculation (wB97M-V/def2-TZVPD) on the molecule C13H17N3O at a distorted geometry.

Output
- structure (SMILES) = CC[C@H](C)Oc1nccc2n[nH]c(C3CC3)c12
- highest occupied orbital energy (eV) = -7.75
- relative energy (zero: lowest compared OMol25 entry of this formula, charge and spin) (kcal/mol) = 110.0
- energy (hartree) = -744.9619

Geometry as ORCA input:
```
! RIJCOSX wB97M-V def2-TZVPD def2/J DEFGRID3
* xyz 0 1
C -2.30 1.78 -1.41
C -1.19 2.23 -0.46
C -1.15 1.72 1.04
C -0.09 2.65 1.78
O -0.55 0.37 1.29
C -1.03 -0.58 0.49
N -2.33 -0.86 0.61
C -2.74 -1.93 -0.14
C -1.87 -2.90 -0.76
C -0.52 -2.65 -0.65
N 0.41 -3.47 -1.13
N 1.51 -2.84 -0.65
C 1.26 -1.60 -0.09
C 2.19 -0.64 0.51
C 3.00 0.26 -0.41
C 3.70 -0.93 0.28
C -0.08 -1.48 -0.03
H -3.16 1.44 -0.88
H -2.65 2.65 -1.95
H -2.03 0.95 -2.07
H -0.26 1.86 -0.90
H -1.36 3.31 -0.54
H -2.15 1.73 1.56
H 0.24 2.42 2.80
H -0.43 3.75 1.98
H 0.84 2.76 1.14
H -3.82 -2.10 -0.02
H -2.24 -3.79 -1.23
H 2.42 -3.14 -0.96
H 1.88 -0.20 1.50
H 2.93 0.20 -1.52
H 3.22 1.22 0.13
H 4.40 -0.48 1.02
H 3.98 -1.73 -0.33
*
```



# 4
ORCA calculation (wB97M-V/def2-TZVPD) on a structure of composition C13H17N3O3V at a distorted geometry.

Output
- highest occupied orbital energy (alpha / beta) (eV) = -4.82 / -8.51
- relative energy (zero: lowest compared OMol25 entry of this formula, charge and spin) (kcal/mol) = 126.0
- energy (hartree) = -1839.1913

Geometry as ORCA input:
```
! RIJCOSX wB97M-V def2-TZVPD def2/J DEFGRID3
* xyz 0 4
C 0.32 1.14 2.18
C -0.20 -1.78 2.76
H 1.39 1.29 1.92
H 0.44 0.90 3.28
H -0.50 1.84 1.88
H -0.53 -2.76 2.46
H 0.83 -1.57 3.15
H -0.81 -1.37 3.57
C 0.75 2.35 -0.09
C 1.40 3.12 -1.06
C 1.55 2.54 -2.33
C 1.08 1.26 -2.56
H 0.60 2.82 0.89
H 1.75 4.09 -0.79
H 2.02 3.09 -3.12
H 1.15 0.76 -3.52
N 0.35 1.09 -0.28
C 0.46 0.54 -1.52
C -0.25 -0.74 -1.74
N -0.74 -1.38 -0.65
C -1.58 -2.42 -0.77
C -1.41 -2.29 -3.16
C -1.95 -2.92 -2.03
H -1.99 -2.83 0.16
H -2.63 -3.76 -2.08
C -0.56 -1.21 -3.02
H -0.14 -0.65 -3.86
H -1.66 -2.65 -4.16
V -0.33 -0.49 1.34
C 1.28 -2.08 0.91
H 1.85 -1.83 0.01
H 0.90 -3.10 0.78
H 2.02 -2.13 1.71
O -1.89 3.27 2.51
N -1.13 4.14 2.93
O 0.12 4.15 2.74
O -1.97 -0.44 1.54
*
```



# 5
ORCA calculation (wB97M-V/def2-TZVPD) on the molecule C13H17NO at a distorted geometry.

Output
- structure (SMILES) = Oc1ccc2c(c1)[C@@H]1CCCN[C@H]1CC2
- highest occupied orbital energy (eV) = -8.25
- relative energy (zero: lowest compared OMol25 entry of this formula, charge and spin) (kcal/mol) = 96.8
- energy (hartree) = -635.4279

Geometry as ORCA input:
```
! RIJCOSX wB97M-V def2-TZVPD def2/J DEFGRID3
* xyz 0 1
O -4.01 -1.83 -0.24
C -3.00 -0.86 -0.17
C -3.37 0.53 0.05
C -2.45 1.46 0.21
C -1.03 1.37 0.06
C -0.62 0.08 0.06
C -1.58 -1.00 -0.16
C 0.83 -0.39 -0.22
C 1.24 -1.74 0.51
C 2.65 -1.70 0.82
C 3.42 -1.05 -0.51
N 3.13 0.32 -0.54
C 1.88 0.67 0.10
C 1.38 2.21 -0.32
C -0.02 2.47 0.27
H -3.48 -2.49 -0.81
H -4.52 0.72 0.19
H -2.81 2.47 0.61
H -1.09 -1.98 -0.10
H 0.88 -0.65 -1.35
H 1.15 -2.42 -0.29
H 0.56 -1.81 1.35
H 3.03 -0.97 1.64
H 3.12 -2.65 1.00
H 3.21 -1.69 -1.46
H 4.46 -1.11 -0.50
H 4.03 0.89 -0.26
H 1.97 0.42 1.16
H 1.66 2.42 -1.42
H 2.22 2.89 0.25
H -0.59 3.39 0.15
H 0.31 2.52 1.32
*
```



# 6
ORCA calculation (wB97M-V/def2-TZVPD) on a structure of composition C13H17NO6SW.

Output
- highest occupied orbital energy (eV) = -23.88
- relative energy (zero: lowest compared OMol25 entry of this formula, charge and spin) (kcal/mol) = 9.8
- energy (hartree) = -1475.2845

Geometry as ORCA input:
```
! RIJCOSX wB97M-V def2-TZVPD def2/J DEFGRID3
* xyz 4 1
W -0.33 -0.33 -0.46
O 0.48 1.46 0.30
C -0.48 2.50 0.81
C -1.44 2.87 -0.29
N -2.12 1.66 -0.88
C -3.41 1.35 -0.27
C -3.61 -0.01 0.32
O -4.02 -0.98 0.67
O -1.35 -0.24 0.87
C -2.13 1.64 -2.39
C -1.06 0.59 -2.47
O -1.41 -0.63 -2.06
O 0.15 0.87 -2.30
H 1.19 1.90 -0.20
H 0.12 3.36 1.11
H -0.93 2.06 1.70
H -0.91 3.37 -1.10
H -2.17 3.58 0.09
H -4.24 1.36 -1.00
H -3.69 2.04 0.53
H -1.82 2.59 -2.82
H -3.08 1.32 -2.82
C 1.12 -4.46 0.17
S 0.33 -3.04 0.88
O -0.33 -2.29 -0.38
C 1.64 -1.83 1.06
C 2.28 -1.61 2.24
C 3.32 -0.64 2.25
C 3.67 0.08 1.10
C 2.99 -0.13 -0.08
C 1.91 -1.07 -0.14
H 1.74 -4.19 -0.68
H 0.31 -5.15 -0.11
H 1.70 -4.91 0.98
H 2.04 -2.15 3.15
H 3.88 -0.48 3.17
H 4.51 0.77 1.14
H 3.30 0.37 -0.99
H 1.84 -1.60 -1.10
*
```



# 7
ORCA calculation (wB97M-V/def2-TZVPD) on a cluster of 2 separate species, C13H17OP in total at a distorted geometry.

Output
- structure (SMILES) = C1=C[C@H]2\C=C/C=C\C=C/1PO2.C=C(C)C
- highest occupied orbital energy (eV) = -8.78
- relative energy (zero: lowest compared OMol25 entry of this formula, charge and spin) (kcal/mol) = 105.5
- energy (hartree) = -921.9666

Geometry as ORCA input:
```
! RIJCOSX wB97M-V def2-TZVPD def2/J DEFGRID3
* xyz 0 1
C 2.64 -0.77 -0.87
C 2.74 -1.60 0.16
C 1.74 -1.40 1.22
C 1.97 -0.16 2.13
C 2.70 1.03 1.99
C 3.49 1.55 0.94
C 3.13 1.92 -0.31
C 1.76 1.47 -0.82
C 1.51 0.18 -0.96
P -0.11 -0.70 -0.67
O 0.32 -1.28 0.80
H 3.39 -0.67 -1.67
H 3.42 -2.43 0.22
H 1.76 -2.21 2.01
H 1.52 -0.33 3.14
H 2.74 1.73 2.81
H 4.38 2.11 1.39
H 3.81 2.50 -1.00
H 0.89 2.18 -0.98
H 0.22 -1.71 -1.51
C -4.40 0.03 -1.98
C -3.75 -0.15 -0.90
C -3.09 1.04 -0.17
C -3.61 -1.43 -0.13
H -4.97 -0.81 -2.48
H -4.71 1.00 -2.35
H -3.87 1.55 0.38
H -2.16 0.69 0.41
H -2.65 1.76 -0.93
H -2.51 -1.75 -0.08
H -4.00 -1.09 0.78
H -4.30 -2.24 -0.56
*
```



# 8
ORCA calculation (wB97M-V/def2-TZVPD) on the molecule C13H17P at a distorted geometry.

Output
- structure (SMILES) = C#CCP(c1ccccc1)C(C)(C)C
- highest occupied orbital energy (eV) = -8.57
- relative energy (zero: lowest compared OMol25 entry of this formula, charge and spin) (kcal/mol) = 60.8
- energy (hartree) = -846.7633

Geometry as ORCA input:
```
! RIJCOSX wB97M-V def2-TZVPD def2/J DEFGRID3
* xyz 0 1
C -2.06 -0.04 -3.83
C -1.79 -0.64 -2.84
C -1.43 -1.20 -1.52
P 0.34 -0.75 -1.10
C 0.24 1.01 -0.98
C -0.89 1.82 -0.96
C -0.78 3.20 -0.82
C 0.42 3.88 -0.80
C 1.59 3.08 -0.90
C 1.51 1.68 -0.93
C 0.41 -1.23 0.72
C -0.27 -0.19 1.73
C -0.15 -2.63 0.98
C 1.95 -1.18 1.10
H -2.26 0.29 -4.79
H -2.09 -0.97 -0.71
H -1.35 -2.23 -1.42
H -1.94 1.41 -0.88
H -1.67 3.91 -0.98
H 0.47 4.97 -0.83
H 2.48 3.55 -0.94
H 2.32 1.02 -0.84
H -0.63 0.59 1.12
H -1.12 -0.51 2.40
H 0.30 0.37 2.47
H 0.37 -3.20 0.21
H -1.29 -2.65 1.24
H 0.40 -3.00 1.90
H 2.53 -1.92 0.48
H 2.11 -0.08 0.95
H 1.99 -1.43 2.20
*
```